15
Properties=species:S:1:pos:R:3:mulliken_charge:R:1 method="wB97M-V/def2-TZVPD" e_above_lowest_kcal_mol=108.5 orbital_gap_ev=4.287 charge=-1
C 0.5179 1.1293 -1.0089 -0.61
C 0.2288 -0.3637 -1.3435 0.59
O -0.9616 -0.6998 -1.2620 -0.66
O 1.2058 -1.1421 -1.4127 -0.73
C -0.0825 1.5737 0.4019 -0.21
S -0.0761 3.2744 0.4807 -0.18
S -0.2863 -0.6355 2.3382 -0.40
H 1.5602 1.4330 -1.1006 0.40
H -0.0571 1.7162 -1.7311 0.33
H -1.1420 1.1711 0.3605 0.25
H 0.4413 1.0723 1.2409 0.09
H -1.6096 -0.5303 2.1105 0.16
H 0.2053 -2.3647 -0.4054 0.33
H -0.0994 -2.5764 1.0661 0.26
O 0.1554 -3.0575 0.2655 -0.64

---

120
Properties=species:S:1:pos:R:3:mulliken_charge:R:1 method="wB97M-V/def2-TZVPD" e_above_lowest_kcal_mol=293.6 orbital_gap_ev=9.925 charge=0
H -0.1133 -2.0524 3.4539 0.32
H 0.5563 -3.2462 4.1139 0.29
O -0.2428 -2.9444 3.5631 -0.56
H 1.4621 -1.0834 3.3868 0.21
H 2.8242 -1.1954 2.4055 0.35
O 2.1995 -1.6795 2.9794 -0.35
H -1.4882 -5.3242 0.6096 0.28
H -1.5341 -3.9083 1.3352 0.14
O -1.9005 -4.3479 0.5996 -0.57
H -4.8525 -0.3069 4.3035 0.29
H -3.9917 -1.1788 5.5298 0.27
O -4.2480 -0.4540 5.0235 -0.56
H -0.2330 2.7486 -4.3649 0.27
H 1.1344 3.4073 -4.4530 0.29
O 0.7683 2.5194 -4.5302 -0.59
H -0.1072 -0.7989 -3.2987 0.22
O -0.5512 -0.0473 -3.7482 -0.49
H 0.0920 5.3006 2.9343 0.26
O 0.6833 4.5753 3.2741 -0.61
H 3.7449 4.4551 2.6326 0.30
H 4.6319 3.3547 1.7959 0.27
O 4.0345 4.0728 1.8283 -0.57
H -2.5683 -1.9055 -0.0649 0.18
H -1.3491 -1.2748 -0.8595 0.28
O -2.1991 -0.9663 -0.4013 -0.61
H -1.8044 -4.6163 -4.4255 0.19
H -1.8722 -4.3662 -2.8424 0.25
O -1.8027 -4.0015 -3.6868 -0.58
H 2.7254 -3.5722 3.9244 0.31
H 1.9150 -4.3209 5.0152 0.30
O 1.9928 -4.1687 4.0903 -0.68
H -1.3930 -3.5515 -1.1482 0.00
O -0.7904 -2.8224 -1.0135 0.72
H -0.9968 5.0330 -1.1916 0.34
H -2.2303 4.2007 -0.6200 0.26
O -1.6198 4.9437 -0.5021 -0.52
H 1.4541 2.8512 0.3789 0.17
H 0.8768 3.6082 -0.6693 -0.01
O 1.2533 2.6938 -0.5178 -0.13
H 1.9100 1.4179 4.3864 0.26
H 0.6220 1.5007 3.6751 0.40
O 1.2837 0.8332 3.9316 -0.53
H -1.3797 2.6582 4.9861 0.15
H -2.2930 3.6991 5.4525 0.32
O -1.3606 3.5291 5.4339 -0.70
H -0.2344 6.2901 -2.7727 0.24
H 0.6862 5.1600 -2.2303 0.39
O -0.1539 5.3230 -2.6530 -0.67
H -2.6714 -1.6099 1.9213 0.16
H -2.3474 -2.7437 2.8800 0.27
O -2.6117 -1.8110 2.8932 -0.65
H -4.3988 2.3949 1.6009 0.27
O -4.5064 3.2834 1.9039 -0.60
H 3.6170 -4.3610 -2.4611 0.52
H 2.2783 -3.9216 -2.9596 0.61
O 2.7196 -4.7206 -2.5607 -0.56
H 4.9847 1.2827 -1.9970 0.22
O 4.1834 1.5998 -1.7540 -0.51
H 2.1772 -0.6154 -0.5300 0.05
H 1.2754 0.5832 -0.6338 0.05
O 1.8455 0.0171 -1.1700 0.33
H -3.7993 -4.7402 -2.9532 0.34
H -3.7710 -4.4454 -1.2413 0.31
O -3.5429 -5.0023 -2.0191 -0.66
H -2.0946 5.8789 1.9516 0.26
H -3.4505 5.4554 1.7887 0.30
O -2.7507 5.5077 2.4897 -0.64
H 3.8104 4.6416 -1.8869 0.26
H 2.5280 3.6289 -2.0927 0.32
O 2.9416 4.5115 -2.1155 -0.62
H 1.1858 -3.1054 0.5198 0.21
H 1.8495 -3.3461 1.7937 0.34
O 2.0629 -3.2859 0.8769 -0.58
H 0.9614 -5.5672 1.4088 0.25
H 1.2627 -6.5715 0.3534 0.35
O 1.3211 -6.4259 1.3332 -0.63
H 2.4114 0.9565 -3.8045 0.11
H 3.1681 -0.0317 -2.6027 0.48
O 2.7646 0.0943 -3.5620 -0.63
H 1.7152 -2.1308 -4.2137 0.46
H 2.2929 -1.4114 -2.9770 0.06
O 1.5810 -2.0723 -3.2097 -0.76
H -1.8633 2.1716 -4.3034 0.27
H -2.4098 1.3632 -5.5494 0.37
O -2.3998 2.3181 -5.0903 -0.66
H -3.5456 2.8803 -3.3846 0.34
H -4.4586 1.6206 -2.8404 0.26
O -3.9978 2.4364 -2.5530 -0.60
H 3.3879 -2.2893 -0.1947 0.01
O 3.8738 -2.3664 -0.9720 -0.62
H -3.6269 0.1497 1.2784 0.25
H -3.3855 -0.4665 2.6601 0.40
O -3.3857 0.3752 2.2349 -0.36
H -3.7880 3.8536 2.0707 0.38
H 0.2184 0.5336 -3.8413 0.30
H 4.1078 1.9782 -0.8783 0.21
H 0.2444 3.8781 3.7009 0.27
H -0.0833 -2.8855 -1.7204 -0.18
H 3.5290 -2.9667 -1.7037 0.06
O -1.7754 0.8910 5.0529 -0.79
H -1.8850 0.0989 4.4915 0.22
H -2.6029 1.4313 5.1663 0.42
O 4.5001 -0.6291 1.8921 -0.74
H 5.3873 -0.3316 1.7905 0.29
H 4.2482 -1.3581 1.2639 0.30
O 0.4575 5.6185 0.0219 -0.49
H 1.3973 5.8000 0.3444 0.20
H 0.0400 6.4365 0.3786 0.22
O 4.1492 -2.1838 -4.2662 -0.66
H 3.5799 -2.8084 -3.7238 0.24
H 3.7386 -1.3263 -4.4611 0.34
O -0.3420 -5.6101 -2.1006 -0.56
H -0.1664 -5.9880 -2.9690 0.26
H -1.2435 -5.9511 -1.8321 0.33
O -1.2040 2.0606 2.6840 -0.13
H -1.5527 1.2719 2.1185 0.25
H -1.4143 1.7034 3.6850 0.19
O -3.5555 -1.1263 -3.8338 -0.62
H -2.8195 -1.7492 -3.6203 0.27
H -3.8873 -0.7925 -3.0159 0.31

---

46
Properties=species:S:1:pos:R:3:mulliken_charge:R:1 method="wB97M-V/def2-TZVPD" orbital_gap_ev=9.746 charge=0 smiles="CC[C@@H](Cl)N(B(O)O)S(=O)(=O)F.C1CCOC1.C1CCOC1"
C -0.3916 -3.3483 1.3737 -1.63
C -0.1400 -2.1742 0.4358 0.14
C 1.2481 -1.5822 0.5623 -0.20
Cl 2.4941 -2.8196 0.1936 -0.17
N 1.5642 -0.4430 -0.3299 -0.12
B 1.8267 -0.7795 -1.8100 0.68
O 0.9385 -1.4973 -2.5297 -0.45
O 2.9974 -0.3639 -2.3651 -0.53
S 0.7286 0.9365 -0.1803 1.07
O 1.5922 2.0575 -0.0989 -0.53
O -0.3871 0.9621 -1.0689 -0.58
F 0.1472 0.7293 1.2633 -0.26
H 0.0710 -4.2553 0.9877 0.37
H 0.0061 -3.1589 2.3740 0.42
H -1.4629 -3.5280 1.4519 0.36
H -0.8626 -1.3800 0.6471 0.35
H -0.3043 -2.5185 -0.5838 -0.09
H 1.4465 -1.2579 1.5816 0.55
H 0.0365 -1.4492 -2.1964 0.28
H 3.1436 0.5832 -2.4299 0.32
C -3.6806 -2.7345 -2.9017 -0.62
C -3.5671 -4.2160 -3.2560 -0.56
C -2.2467 -4.5888 -2.5953 -0.46
O -2.1314 -3.7529 -1.4385 -0.34
C -3.1157 -2.7163 -1.4873 -0.21
H -4.6980 -2.3496 -2.9496 0.36
H -3.0572 -2.1362 -3.5696 0.26
H -4.3895 -4.7757 -2.8062 0.27
H -3.5671 -4.4099 -4.3274 0.33
H -1.4003 -4.3944 -3.2621 0.26
H -2.2019 -5.6301 -2.2757 0.28
H -3.8950 -2.9254 -0.7469 0.28
H -2.6421 -1.7670 -1.2264 0.17
C 1.8325 4.5983 2.1997 -0.23
C 1.9612 6.0728 1.8225 -0.59
C 1.6959 6.7546 3.1588 -0.42
O 2.1802 5.8646 4.1643 -0.40
C 2.4584 4.5875 3.5880 -0.47
H 2.3280 3.9225 1.5065 0.20
H 0.7792 4.3141 2.2545 0.20
H 2.9757 6.2873 1.4799 0.29
H 1.2651 6.3873 1.0460 0.34
H 0.6232 6.9190 3.3103 0.25
H 2.2082 7.7120 3.2645 0.29
H 3.5436 4.4495 3.5290 0.28
H 2.0491 3.8148 4.2405 0.27

---

27
Properties=species:S:1:pos:R:3:mulliken_charge:R:1 method="wB97M-V/def2-TZVPD" e_above_lowest_kcal_mol=169.4 orbital_gap_ev="7.744 / 6.855" charge=0
C 2.6028 -0.4660 0.4191 0.35
C -1.9441 -0.6485 0.0184 0.19
C 1.2332 -1.2532 0.3977 0.06
C 1.8468 0.7367 0.1669 0.20
C 0.6337 0.1316 0.2468 -0.06
C -3.3700 -0.4666 0.4163 -0.31
C -0.7914 0.4220 0.2074 0.77
C 1.1319 -2.1454 -0.8199 -1.33
C 2.2926 2.0794 -0.2805 -1.59
C -4.6600 -0.6173 0.4164 -0.80
C -1.0547 1.8892 0.2910 -1.35
N 3.7634 -0.9321 0.5926 -0.80
H -1.4607 -1.5877 0.1927 0.34
H -2.1138 -0.5288 -1.0830 0.23
H 1.2152 -1.7045 -1.8012 0.36
H 0.1719 -2.7488 -1.0326 0.31
H 1.7193 -3.0764 -0.7484 0.39
H 3.3279 2.1575 -0.0323 0.40
H 1.7372 2.8781 0.0914 0.35
H 2.1740 2.1373 -1.4075 0.25
H -5.2497 -0.2226 1.1992 0.26
H -5.2558 -1.0640 -0.4477 0.22
H 0.9511 -1.7873 1.3771 0.36
H -2.0066 2.1917 0.8218 0.36
H -1.0319 2.2420 -0.7100 0.35
H -0.3796 2.5873 0.9582 0.24
H 4.5171 -0.2036 0.5499 0.24

---

80
Properties=species:S:1:pos:R:3:mulliken_charge:R:1 method="wB97M-V/def2-TZVPD" e_above_lowest_kcal_mol=0.0 orbital_gap_ev=7.048 charge=+1
C -0.8660 -2.8487 2.2504 -0.01
C -0.8012 -4.1004 1.3921 0.24
O -1.5033 -4.1894 0.4179 -0.48
O 0.0095 -5.2007 1.7103 -0.34
C 1.1244 -4.9115 2.4828 0.24
O 1.2441 -5.3959 3.5769 -0.46
C 2.2159 -3.9589 1.9968 -0.44
N 1.9553 -3.3459 0.6741 -0.06
C 2.4493 -2.2005 0.3940 0.11
N 3.2286 -1.4002 1.2828 -0.43
C 2.4188 -0.1450 1.1254 -0.44
C 2.3979 0.0078 -0.4181 0.53
C 1.1806 0.6418 -1.0936 -0.96
C 0.9985 2.1408 -0.8319 -0.93
C 0.8216 2.5441 0.6477 0.00
C 0.1139 3.9168 0.8566 -1.29
C -1.1082 3.8814 1.8176 -0.76
C -2.4355 3.7804 0.9935 -0.84
C -3.5649 3.0049 1.7202 -0.65
C -4.4462 2.1049 0.7668 -0.71
Si -3.8666 0.3198 0.9779 -0.30
C -1.9959 0.2907 0.6328 -0.79
C -4.1531 -0.2787 2.7533 -0.96
C -4.6787 -0.9046 -0.2015 0.43
C -4.4229 -0.8364 -1.5662 -0.14
C -4.9694 -1.7353 -2.4431 -0.84
C -5.7790 -2.7267 -1.9481 -0.37
C -6.0752 -2.8131 -0.6132 -0.73
C -5.5148 -1.8977 0.2551 -0.18
N 2.2800 -1.4691 -0.8013 -0.45
H -0.0009 -2.6710 2.8994 0.35
H -0.9157 -2.0057 1.5553 -0.23
H -1.7754 -2.8084 2.8518 0.36
H 2.3541 -3.2067 2.7727 0.39
H 3.1675 -4.4962 1.9360 0.53
H 1.3868 -3.8061 -0.0360 0.36
H 4.0602 -1.1946 0.7241 0.36
H 2.6972 0.6894 1.7622 0.51
H 1.4270 -0.4811 1.4739 0.12
H 3.3872 0.3465 -0.7499 0.04
H 1.3441 0.5335 -2.1748 0.40
H 0.3082 0.0272 -0.8612 0.14
H 1.8408 2.6998 -1.2538 0.47
H 0.1034 2.4912 -1.3635 0.51
H 1.8325 2.6306 1.0760 0.46
H 0.3157 1.7869 1.2570 0.05
H -0.1877 4.2911 -0.1276 0.55
H 0.8673 4.5969 1.2667 0.38
H -1.0388 3.0689 2.5491 0.43
H -1.0822 4.8363 2.3512 0.42
H -2.7835 4.8160 0.8991 0.44
H -2.2054 3.4035 -0.0071 0.42
H -3.0664 2.3382 2.4421 0.08
H -4.1801 3.6865 2.3114 0.49
H -4.2683 2.4839 -0.2461 0.44
H -5.4949 2.2193 1.0575 0.49
H -1.7942 -0.5974 0.0178 0.71
H -1.4242 0.2339 1.5657 0.39
H -1.7078 1.1678 0.0464 -0.08
H -5.1955 -0.5988 2.8324 0.39
H -3.9558 0.5048 3.4898 0.39
H -3.4741 -1.1206 2.9259 0.13
H -3.7552 -0.0540 -1.9241 0.34
H -4.7450 -1.6540 -3.5009 0.39
H -6.1967 -3.4657 -2.6265 0.37
H -6.7212 -3.5994 -0.2395 0.40
H -5.7549 -2.0254 1.3063 0.20
H 3.1057 -1.7121 -1.3522 0.36
F 4.1691 2.0493 -2.6275 -0.20
C 5.3093 1.6232 -3.2205 0.32
C 6.4160 2.4465 -3.2216 -0.49
C 7.5834 2.0027 -3.8258 -0.38
C 7.6247 0.7512 -4.4269 -0.55
C 6.4999 -0.0612 -4.4202 -0.44
C 5.3325 0.3741 -3.8079 -0.27
H 6.3614 3.4215 -2.7551 0.42
H 8.4613 2.6343 -3.8285 0.37
H 8.5352 0.4103 -4.9013 0.38
H 6.5301 -1.0339 -4.8928 0.37
H 4.4454 -0.2478 -3.7866 0.48

---

53
Properties=species:S:1:pos:R:3:mulliken_charge:R:1 method="wB97M-V/def2-TZVPD" e_above_lowest_kcal_mol=0.0 orbital_gap_ev=2.491 charge=-2
Li 26.0156 3.0268 -13.4101 0.75
C 26.6738 3.2098 -10.5041 0.44
O 25.6170 3.2528 -11.3530 -0.64
O 27.5421 2.2937 -10.6142 -0.76
O 26.5246 3.8554 -9.4109 -0.87
C 26.5518 0.5447 -14.7445 -0.08
O 26.4514 1.8070 -15.5111 0.01
O 26.6477 0.8638 -13.4218 -0.76
C 25.4583 -0.5372 -15.1074 0.71
F 25.4841 -0.9798 -16.3711 -0.30
F 25.6454 -1.6666 -14.3782 -0.29
F 24.2237 -0.0443 -14.8745 -0.23
C 26.5915 1.7279 -16.9055 -0.38
C 28.0588 1.6611 -17.3420 -1.34
H 28.3138 0.5999 -17.3564 0.34
H 28.1226 2.0395 -18.3650 0.40
H 28.7154 2.2243 -16.6814 0.26
H 26.2084 2.6718 -17.3135 0.31
H 26.0514 1.0455 -17.5708 0.31
H 27.5535 0.2267 -15.0699 0.11
N 24.0189 3.1634 -14.1900 0.84
C 23.6027 3.6828 -15.3751 -0.55
C 22.2600 3.8179 -15.6869 -0.90
C 21.2586 3.2846 -14.8578 -0.26
C 21.7262 2.5925 -13.7547 -0.86
C 23.1109 2.5040 -13.4876 -0.29
H 24.4078 4.1169 -15.9532 0.45
H 21.9726 4.1524 -16.6768 0.38
H 20.2281 3.3029 -15.1823 0.43
H 20.9649 2.2048 -13.0905 0.41
H 23.4395 2.1191 -12.5278 0.44
N 27.0598 4.9200 -13.7648 0.11
C 26.7985 6.2214 -13.9343 -0.05
C 27.8079 7.1581 -14.1577 -0.84
C 29.1552 6.7840 -14.2036 -0.09
C 29.4653 5.4593 -13.9408 -0.83
C 28.3904 4.6088 -13.7090 -0.15
H 25.7724 6.5513 -14.0321 0.23
H 27.5768 8.1564 -14.5072 0.31
H 29.9137 7.5346 -14.3826 0.36
H 30.4809 5.0918 -13.9452 0.38
H 28.6066 3.5539 -13.5901 0.44
N 23.2293 5.5430 -10.9370 -0.22
C 23.2983 5.7287 -12.2499 0.20
C 22.4553 6.5490 -13.0079 -0.53
C 21.3255 7.0143 -12.3765 -0.43
C 21.2631 6.9391 -10.9793 -0.37
C 22.1989 6.1713 -10.2962 -0.41
H 24.0664 5.1944 -12.8035 0.33
H 22.6228 6.7444 -14.0581 0.38
H 20.5450 7.4731 -12.9712 0.35
H 20.4024 7.3394 -10.4579 0.33
H 22.1933 6.0462 -9.2222 0.40

---

no.,total energy (eV)
1,-31035.284
2,-83193.082
3,-52325.058
4,-13133.447
5,-51971.699
6,-44144.104